ORCA calculation (ωB97M-V/def2-TZVPD) on C39H33BrN5STi as an isolated structure.

Calculated values
E_HOMO (spin up / spin down): -8.701 / -10.740 eV
lowest unoccupied orbital energy (spin up / spin down): -0.118 / -0.124 Ha
electronic energy: -5601.36684 hartree

Geometry as ORCA input:
```
! wB97M-V def2-TZVPD RIJCOSX def2/J DEFGRID3
* xyz 1 3
Ti 0.1675 1.3241 -0.0171
C -3.0870 -0.9411 2.0885
C -2.3781 -1.7255 2.9873
C -0.9998 -1.7766 2.8965
C -0.3597 -1.0469 1.9034
N -1.0471 -0.2698 1.0515
C -2.3791 -0.2197 1.1483
C 1.1006 -1.0539 1.7098
C 1.9290 -2.0422 2.2237
C 3.2877 -1.9821 1.9744
C 3.7884 -0.9418 1.2059
C 2.9023 -0.0063 0.7100
N 1.5883 -0.0564 0.9545
H -4.1647 -0.8761 2.1246
H -2.8955 -2.2839 3.7556
H -0.4290 -2.3604 3.6039
H -2.8825 0.4355 0.4472
H 1.5181 -2.8592 2.7988
H 3.9492 -2.7424 2.3672
H 4.8429 -0.8595 0.9866
H 3.2379 0.8221 0.0971
Br 0.6508 0.8521 7.2842
C 0.3115 1.4482 5.5201
C -0.9855 1.7373 5.1310
C -1.2347 2.1450 3.8296
C -0.1922 2.2672 2.9104
C 1.1101 1.9995 3.3325
C 1.3656 1.5903 4.6296
N -0.4427 2.5524 1.5571
C -1.3181 3.5018 1.2151
C -1.8322 3.4993 -0.1003
C -2.6333 4.5322 -0.6262
C -3.0933 4.4393 -1.9111
C -2.7536 3.3150 -2.6874
C -1.9555 2.3492 -2.1328
N -1.4922 2.4161 -0.8697
H -1.7984 1.6343 5.8368
H -2.2514 2.3419 3.5111
H 1.9257 2.1317 2.6315
H 2.3782 1.3898 4.9520
H -1.6551 4.2406 1.9363
H -2.8657 5.3857 -0.0035
H -3.7075 5.2238 -2.3319
H -3.0997 3.2131 -3.7053
H -1.6534 1.4792 -2.7038
C -1.5159 -4.0609 -0.4196
C -0.7498 -4.4825 -1.6755
C 0.2724 -5.5566 -1.2762
C -1.7511 -5.0713 -2.6790
C -0.0155 -3.3091 -2.3179
C 0.7417 -3.5169 -3.4871
C 1.4405 -2.5025 -4.1073
C 1.3984 -1.2323 -3.5409
S 2.2015 0.2359 -4.0160
C 1.4720 1.0612 -2.6793
N 0.6987 0.3081 -1.9360
C 0.6499 -1.0007 -2.3881
C -0.0619 -2.0357 -1.7831
C 1.7826 2.4367 -2.2918
C 2.3012 3.3573 -3.2016
C 2.6049 4.6344 -2.7644
C 2.3839 4.9782 -1.4357
C 1.8391 4.0567 -0.5481
C 1.5205 2.7580 -0.9457
H -2.0204 -4.9301 0.0040
H -2.2783 -3.3116 -0.6446
H -0.8452 -3.6602 0.3455
H -0.2383 -6.4037 -0.8151
H 0.9936 -5.1570 -0.5598
H 0.8247 -5.9288 -2.1390
H -2.2816 -5.9118 -2.2286
H -1.2537 -5.4349 -3.5781
H -2.4856 -4.3212 -2.9771
H 0.7838 -4.5071 -3.9212
H 2.0154 -2.6960 -5.0028
H -0.6397 -1.8114 -0.8983
H 2.4568 3.0841 -4.2395
H 3.0084 5.3635 -3.4541
H 2.6277 5.9770 -1.0954
H 1.6522 4.3681 0.4746
*
```